Entry 1:
Density functional theory data (ωB97M-V/def2-TZVPD) for a molecular structure, C43H37GeN10O4PSeTl.

XYZ file:
```
98
C43H37GeN10O4PSeTl | the Open Molecules 2025 dataset | ωB97M-V/def2-TZVPD
Tl -0.72652 0.13408 2.09909
O -1.65736 -4.28709 3.23912
C -1.19129 -3.17844 2.94293
O -1.79445 -2.06283 2.96354
C 0.27667 -3.16373 2.45810
C 1.15924 -4.18807 2.77639
C 2.45649 -4.10366 2.26243
C 2.82113 -3.06430 1.43356
C 1.86423 -2.05735 1.12141
N 0.62570 -2.14560 1.68806
C 3.39548 0.10926 2.82844
O 4.49511 -0.10471 2.50958
O 2.36963 0.40535 3.29335
H 0.82883 -5.00554 3.39969
H 3.18948 -4.86714 2.50361
H 3.81916 -3.00334 1.02055
C -4.40999 -1.90682 -2.84323
N -3.21953 -1.77903 -2.03470
C -2.13958 -2.62070 -2.03747
C -1.24419 -2.09583 -1.14930
N -1.75069 -0.95404 -0.60865
C -2.93564 -0.77407 -1.15153
P -4.08326 0.62803 -0.84904
C -4.36768 0.52326 0.92662
N -3.45356 0.72200 1.98747
C -4.08871 0.08826 3.15965
C -5.29787 -0.53267 2.67566
N -5.41577 -0.20791 1.39472
C -6.50251 -0.67753 0.55822
C -2.82114 1.94021 -1.00944
N -1.79139 2.17130 -0.23341
C -1.02469 3.10134 -0.86163
C -1.59819 3.44434 -2.05320
N -2.74416 2.70566 -2.14569
C -3.66791 2.71026 -3.25622
H -4.40665 -2.87853 -3.33125
H -4.44767 -1.12744 -3.60643
H -5.30195 -1.82526 -2.22229
H -2.10438 -3.50454 -2.65035
H -0.27112 -2.45826 -0.86738
H -3.47160 -0.36630 3.92785
H -5.96338 -1.20705 3.18068
H -7.40524 -0.77807 1.15540
H -6.24245 -1.64915 0.13698
H -6.67557 0.03210 -0.24638
H -0.10688 3.45795 -0.42319
H -1.29253 4.12945 -2.82466
H -3.67919 3.69366 -3.72254
H -4.66781 2.47496 -2.89794
H -3.38102 1.97027 -4.00708
Se -6.50181 2.58826 3.90277
N -5.28558 3.75539 4.34573
C -3.98765 3.43140 4.51834
C -3.16956 4.27105 5.29945
C -1.82284 4.01320 5.41772
C -1.29157 2.91482 4.75124
N -2.02920 2.11712 3.99170
C -3.31850 2.34414 3.86286
N -4.11466 1.55123 3.04557
H -3.64077 5.08639 5.83247
H -1.19178 4.63974 6.03366
H -0.24293 2.65016 4.83377
C 2.04274 -0.94216 0.27973
Ge 3.32705 -0.50493 -1.04405
C 3.96294 1.35696 -0.79394
C 3.28566 2.20144 0.08094
C 3.64508 3.53595 0.20972
C 4.69595 4.04694 -0.53986
C 5.37878 3.21859 -1.41908
C 5.00916 1.88644 -1.54574
C 4.81668 -1.77937 -1.20409
C 4.61401 -2.97794 -1.88543
C 5.57085 -3.98153 -1.85989
C 6.74557 -3.79946 -1.14306
C 6.96371 -2.60747 -0.46654
C 6.00526 -1.60484 -0.50024
C 2.35628 -0.39366 -2.78369
C 2.97691 -0.55669 -4.02048
C 2.25735 -0.45949 -5.20503
C 0.89480 -0.20042 -5.17125
C 0.26177 -0.03384 -3.94674
C 0.98809 -0.12499 -2.76851
H 1.15188 -0.32378 0.19897
H 2.46419 1.80331 0.67017
H 3.10486 4.17928 0.89497
H 4.97836 5.08837 -0.44233
H 6.19817 3.61445 -2.00796
H 5.54261 1.24505 -2.24049
H 3.68113 -3.12867 -2.41858
H 5.39265 -4.91555 -2.37936
H 7.48347 -4.59127 -1.09804
H 7.87610 -2.46710 0.10066
H 6.16590 -0.68154 0.04449
H 4.04014 -0.77259 -4.06138
H 2.75859 -0.58914 -6.15747
H 0.33148 -0.13093 -6.09451
H -0.80551 0.16072 -3.90643
H 0.47658 0.00022 -1.82095
```

**HOMO (alpha / beta)**: -2.881 / -2.881 eV
**Total charge**: -1
**Relative energy (zero: lowest compared OMol25 entry of this formula, charge and spin)**: 331.7 kJ/mol
**HOMO-LUMO gap (alpha / beta)**: 3.2902 / 3.4126 eV

Atom charges from the Löwdin analysis, given in e for atoms 1 to 4: atom 1 (Tl): 0.862, atom 2 (O): -0.024, atom 3 (C): -0.651, atom 4 (O): -0.201

=====

Entry 2:
Density functional theory data (ωB97M-V/def2-TZVPD) for C4H6N2 in the gas phase.

XYZ file:
```
12
C4H6N2 | the Open Molecules 2025 dataset | ωB97M-V/def2-TZVPD
N 2.01097 0.23908 0.06749
C 0.52871 0.05231 -0.01874
C 0.92010 1.25610 -0.28598
C -2.07204 0.57626 -0.19998
C -1.74006 -0.68102 0.07024
N -0.26917 -0.95399 0.20690
H 2.61242 -0.13043 -0.66698
H 2.44342 0.22087 0.99196
H 0.92026 2.32836 -0.26981
H -3.16902 0.66499 -0.26943
H -2.26276 -1.62957 0.24206
H 0.11108 -1.88970 0.22994
```

**HOMO**: -6.307 eV
**Relative energy (zero: lowest compared OMol25 entry of this formula, charge and spin)**: 697.4 kJ/mol
**HOMO-LUMO gap**: 6.2901 eV

Atom charges from the natural (NBO) analysis, given in e for atoms 1 to 4: atom 1 (N): -0.591, atom 2 (C): 0.436, atom 3 (C): -0.150, atom 4 (C): -0.608

=====

Entry 3:
Density functional theory data (ωB97M-V/def2-TZVPD) for 8 unconnected molecules or ions with the total composition H16O8.

XYZ file:
```
24
H16O8 | the Open Molecules 2025 dataset | ωB97M-V/def2-TZVPD
H 0.14342 1.82978 -0.43526
H 0.00739 0.22909 -0.24139
H -3.85325 0.05643 0.92240
H -3.96040 -1.45562 1.01538
H -1.66758 -1.67801 -1.87884
H -1.30977 -0.71036 -3.01177
H 3.72163 -2.72945 -0.16653
H 2.95057 -1.87023 -1.22216
H -3.84826 1.71430 -0.79501
H -4.67298 1.43910 0.48191
H 2.95400 4.15022 1.77216
H 2.43179 3.93216 0.33803
H 0.28011 -2.23615 2.62112
H 1.49852 -2.96901 2.86294
H 3.17126 0.27324 -0.55346
H 2.03880 -0.20280 -1.19708
O 0.45073 0.91992 -0.78646
O -4.33019 -0.62547 1.29962
O -1.64240 -0.67121 -2.10397
O 3.81294 -2.39451 -1.06931
O -4.66586 1.30029 -0.46552
O 3.24599 4.22385 0.85296
O 0.98513 -2.55187 2.10476
O 2.25837 0.02628 -0.34455
```

**HOMO**: -9.629 eV
**SMILES**: O.O.O.O.O.O.O.O
**Relative energy (zero: lowest compared OMol25 entry of this formula, charge and spin)**: 485.9 kJ/mol
**HOMO-LUMO gap**: 9.5614 eV

Atom charges from the natural (NBO) analysis, given in e for atoms 1 to 4: atom 1 (H): 0.466, atom 2 (H): 0.480, atom 3 (H): 0.459, atom 4 (H): 0.471

=====

Entry 4:
Density functional theory data (ωB97M-V/def2-TZVPD) for 2 unconnected molecules or ions with the total composition C4H13BNO5.

XYZ file:
```
24
C4H13BNO5 | the Open Molecules 2025 dataset | ωB97M-V/def2-TZVPD
O 4.32228 -1.08877 1.31489
N 3.12835 -1.56025 0.73041
B 1.83410 -0.87887 1.35547
O 1.94542 0.44862 1.49880
O 0.78448 -1.62906 1.69525
H 4.07272 -0.28250 1.80223
H 3.15609 -2.57772 0.81847
H 3.17786 -1.33259 -0.27207
H 1.79928 0.99665 0.71171
H 0.80324 -2.54908 1.40975
O 0.83008 0.14217 -1.48427
C -0.36724 0.27685 -1.30806
O -0.86859 1.50152 -1.35373
C -2.28921 1.77489 -1.30606
C -2.80296 1.85058 0.11267
C -1.23385 -0.89879 -0.94190
H -2.82855 1.04586 -1.90977
H -2.38440 2.73678 -1.80345
H -2.70118 0.89880 0.63501
H -3.85792 2.12299 0.10716
H -2.25431 2.60641 0.67407
H -1.12487 -1.02308 0.13625
H -0.85090 -1.77999 -1.45086
H -2.28993 -0.80143 -1.17198
```

**HOMO**: -13.922 eV
**Total charge**: +1
**HOMO-LUMO gap**: 10.2203 eV

Atom charges from the natural (NBO) analysis, given in e for atoms 1 to 4: atom 1 (O): -0.484, atom 2 (N): -0.467, atom 3 (B): 1.244, atom 4 (O): -0.920

=====

Q: What is the formula in the second record?
A: C4H6N2

=====

Copy entry 4 word for word.
Density functional theory data (ωB97M-V/def2-TZVPD) for 2 unconnected molecules or ions with the total composition C4H13BNO5.

XYZ file:
```
24
C4H13BNO5 | the Open Molecules 2025 dataset | ωB97M-V/def2-TZVPD
O 4.32228 -1.08877 1.31489
N 3.12835 -1.56025 0.73041
B 1.83410 -0.87887 1.35547
O 1.94542 0.44862 1.49880
O 0.78448 -1.62906 1.69525
H 4.07272 -0.28250 1.80223
H 3.15609 -2.57772 0.81847
H 3.17786 -1.33259 -0.27207
H 1.79928 0.99665 0.71171
H 0.80324 -2.54908 1.40975
O 0.83008 0.14217 -1.48427
C -0.36724 0.27685 -1.30806
O -0.86859 1.50152 -1.35373
C -2.28921 1.77489 -1.30606
C -2.80296 1.85058 0.11267
C -1.23385 -0.89879 -0.94190
H -2.82855 1.04586 -1.90977
H -2.38440 2.73678 -1.80345
H -2.70118 0.89880 0.63501
H -3.85792 2.12299 0.10716
H -2.25431 2.60641 0.67407
H -1.12487 -1.02308 0.13625
H -0.85090 -1.77999 -1.45086
H -2.28993 -0.80143 -1.17198
```

**HOMO**: -13.922 eV
**Total charge**: +1
**HOMO-LUMO gap**: 10.2203 eV

Atom charges from the natural (NBO) analysis, given in e for atoms 1 to 4: atom 1 (O): -0.484, atom 2 (N): -0.467, atom 3 (B): 1.244, atom 4 (O): -0.920